[1]
The following is a DFT calculation (the ωB97M-V functional and the def2-TZVPD basis) of a molecular structure, C28H68AgClN4O12.

Structure (XYZ):
```
114
Properties=species:S:1:pos:R:3
Ag 0.72 2.83 -1.00
Cl 0.34 0.22 -0.26
C 0.20 -3.86 0.18
O 0.91 -4.96 0.71
C 0.38 -6.26 0.72
C -0.70 -6.17 1.79
O -0.10 -5.88 3.07
C 0.13 -7.05 3.77
H -0.66 -3.53 0.77
H -0.25 -4.13 -0.77
H 0.81 -2.99 -0.06
H 1.08 -7.03 1.06
H 0.03 -6.63 -0.24
H -1.31 -7.07 1.70
H -1.30 -5.29 1.57
H 0.59 -6.87 4.74
H 0.80 -7.71 3.22
H -0.83 -7.54 3.99
C 3.69 2.43 -0.28
O 2.97 3.26 -1.14
C 3.46 4.65 -1.03
C 2.67 5.43 -2.09
O 1.29 5.29 -1.89
C 0.48 6.16 -2.73
H 4.76 2.56 -0.45
H 3.45 1.39 -0.51
H 3.44 2.67 0.75
H 4.54 4.72 -1.16
H 3.27 5.04 -0.03
H 2.88 5.03 -3.08
H 3.06 6.45 -2.04
H 0.58 5.74 -3.73
H 0.92 7.15 -2.68
H -0.52 6.21 -2.30
C -5.93 -2.63 0.34
O -4.65 -3.04 0.76
C -4.04 -2.37 1.89
C -3.30 -1.13 1.47
O -4.22 -0.08 1.09
C -3.58 1.09 0.73
H -5.97 -1.57 0.10
H -6.64 -2.86 1.14
H -6.29 -3.07 -0.59
H -3.36 -3.03 2.44
H -4.80 -2.12 2.62
H -2.58 -1.37 0.69
H -2.69 -0.76 2.29
H -4.17 1.95 0.38
H -2.96 0.91 -0.15
H -2.92 1.51 1.49
C -2.59 4.15 -0.68
O -1.71 3.26 -1.31
C -2.02 3.11 -2.70
C -1.01 2.15 -3.36
O 0.25 2.73 -3.34
C 1.18 2.24 -4.24
H -3.58 3.73 -0.85
H -2.56 5.12 -1.17
H -2.22 4.16 0.34
H -1.99 4.10 -3.15
H -3.03 2.71 -2.84
H -1.34 1.98 -4.39
H -1.08 1.25 -2.75
H 2.21 2.51 -4.01
H 0.95 2.64 -5.23
H 1.04 1.17 -4.37
C 3.09 0.12 2.61
C 2.18 -0.63 3.59
O 2.46 -0.67 4.79
N 1.13 -1.22 3.03
C 0.14 -1.94 3.80
H 4.04 -0.40 2.50
H 3.16 1.18 2.85
H 2.73 0.03 1.59
H 1.01 -1.15 2.03
H -0.03 -2.90 3.33
H -0.86 -1.50 3.88
H 0.54 -2.23 4.77
C 0.55 4.57 3.44
C 0.36 3.50 2.45
O 0.76 3.69 1.30
N -0.08 2.27 2.79
C -0.60 1.95 4.07
H 0.80 4.14 4.41
H -0.43 5.02 3.58
H 1.30 5.27 3.06
H -0.06 1.55 2.09
H -1.22 1.06 4.00
H -1.24 2.69 4.54
H 0.21 1.83 4.79
C 3.41 -0.66 -3.03
C 3.92 -1.61 -1.92
O 4.98 -2.25 -1.97
N 3.17 -1.75 -0.83
C 3.44 -2.65 0.23
H 2.74 0.10 -2.64
H 2.91 -1.41 -3.64
H 4.24 -0.21 -3.57
H 2.40 -1.10 -0.75
H 2.70 -2.58 1.02
H 4.39 -2.42 0.70
H 3.40 -3.67 -0.15
C 0.27 -1.87 -3.63
C -1.25 -1.72 -3.69
O -1.93 -2.04 -4.66
N -1.76 -1.20 -2.59
C -3.19 -1.32 -2.22
H 0.71 -1.59 -2.67
H 0.61 -1.29 -4.49
H 0.50 -2.92 -3.77
H -1.13 -0.86 -1.88
H -3.34 -1.92 -1.32
H -3.79 -1.74 -3.02
H -3.49 -0.29 -2.03
```

- HOMO energy (eV) = -8.898
- electronic energy (eV) = -77188.24136
- gap between HOMO and LUMO (hartree) = 0.3387
- total charge = 0
- max |F| (hartree/bohr) = 0.0515

***

[2]
The following is a DFT calculation (the ωB97M-V functional and the def2-TZVPD basis) of a molecular structure, C29H46BrN3P2SZn.

Structure (XYZ):
```
83
Properties=species:S:1:pos:R:3
N 6.03 1.97 2.08
C 4.98 2.55 2.68
C 3.66 2.27 2.32
C 3.40 1.24 1.38
C 4.52 0.73 0.67
C 5.80 1.09 1.10
C 2.10 0.58 1.36
Zn 0.49 0.28 0.10
P -1.08 -1.20 -0.32
C 1.99 -0.79 0.90
C 1.71 -1.88 1.85
C 1.84 -3.23 1.44
C 1.41 -4.26 2.26
C 0.83 -3.97 3.51
C 0.83 -2.65 3.98
C 1.31 -1.62 3.18
Br 0.10 -5.32 4.51
H 1.44 0.94 2.16
H 2.63 -1.11 0.07
H 2.85 2.80 2.82
H 4.41 0.01 -0.15
H 5.21 3.26 3.48
H 6.68 0.63 0.64
H 2.30 -3.45 0.47
H 1.36 -0.61 3.59
H 1.52 -5.29 1.92
H 0.48 -2.43 4.99
P 0.60 1.24 -2.20
C -1.64 -1.93 1.28
C -2.18 -3.35 1.35
H -2.38 -1.22 1.69
H -0.76 -1.87 1.96
H -2.61 -3.52 2.35
H -2.99 -3.53 0.62
H -1.39 -4.10 1.21
C -0.52 -2.62 -1.34
C -1.62 -3.40 -2.07
H 0.04 -3.29 -0.68
H 0.20 -2.22 -2.07
H -1.15 -4.04 -2.83
H -2.16 -4.06 -1.38
H -2.34 -2.75 -2.58
C -2.61 -0.58 -1.16
C -3.95 -1.20 -0.74
H -2.47 -0.72 -2.24
H -2.63 0.51 -0.99
H -4.75 -0.48 -0.96
H -4.18 -2.11 -1.29
H -4.00 -1.42 0.33
C -0.83 2.31 -2.68
C -0.66 3.11 -3.97
H -1.02 2.97 -1.82
H -1.70 1.64 -2.76
H 0.11 3.89 -3.89
H -0.42 2.47 -4.83
H -1.61 3.61 -4.21
C 0.72 0.06 -3.61
C 1.96 -0.83 -3.62
H 0.67 0.66 -4.52
H -0.19 -0.56 -3.56
H 2.85 -0.27 -3.91
H 2.15 -1.31 -2.66
H 1.81 -1.63 -4.37
C 2.10 2.29 -2.40
C 2.04 3.61 -1.64
H 2.26 2.45 -3.47
H 2.94 1.69 -2.03
H 2.96 4.19 -1.84
H 1.19 4.23 -1.94
H 1.99 3.45 -0.56
C -3.57 3.64 0.69
N -3.39 2.47 1.54
C -4.38 1.83 2.26
C -3.79 0.81 2.94
N -2.44 0.86 2.63
C -2.19 1.86 1.73
S -0.72 2.35 1.03
H -2.89 4.44 0.99
H -3.37 3.40 -0.36
H -4.61 3.97 0.79
H -5.40 2.16 2.22
H -4.20 0.08 3.62
H -1.71 0.25 3.00
```

- HOMO energy (eV) = -13.556
- electronic energy (eV) = -183149.81343
- gap between HOMO and LUMO (hartree) = 0.2364
- energy relative to the best compared isomer or geometry (same formula, charge and spin) (kJ/mol) = 0.0
- total charge = +2
- max |F| (hartree/bohr) = 0.0686